85
Properties=species:S:1:pos:R:3:forces:R:3:mulliken_spin:R:1 method="wB97M-V/def2-TZVPD" lumo_ha="0.02166 / 0.02083" gap_ha="0.2720 / 0.2947" homo_ev="-6.81 / -7.45" multiplicity=2 s_squared=0.769 de_lowest_kcal_mol=0.0 molar_mass_da=670.67 total_energy_ev=-111326.788
Co 0.220 0.472 0.171 0.0 0.1 0.0 1.02
C 3.695 -0.233 -0.574 0.0 0.0 0.0 0.01
P 2.275 0.858 -0.953 -0.1 0.0 0.0 0.02
C 2.633 1.127 -2.737 0.0 0.0 0.0 0.01
C 2.800 2.478 -0.243 0.0 0.0 0.0 0.02
C 4.090 2.966 -0.446 0.0 0.0 0.0 0.00
C 4.492 4.176 0.092 0.0 0.0 0.0 0.00
C 3.598 4.929 0.842 0.0 0.0 0.0 0.00
C 2.314 4.458 1.050 0.0 0.0 0.0 0.00
C 1.904 3.234 0.523 0.0 0.0 0.0 0.01
P 0.210 2.587 0.813 0.0 0.0 0.0 0.02
C -0.799 3.961 0.127 0.0 0.0 0.0 0.01
C -0.136 2.878 2.581 0.0 0.0 0.0 0.00
H 4.601 0.096 -1.086 0.0 0.0 0.0 0.00
H 3.439 -1.232 -0.933 0.0 0.0 0.0 0.00
H 3.873 -0.272 0.499 0.0 0.0 0.0 0.00
H 3.626 1.560 -2.873 0.0 0.0 0.0 0.00
H 1.899 1.781 -3.202 0.0 0.0 0.0 0.00
H 2.611 0.152 -3.227 0.0 0.0 0.0 0.00
H 4.798 2.387 -1.028 0.0 0.0 0.0 0.00
H 5.501 4.533 -0.073 0.0 0.0 0.0 0.00
H 3.904 5.878 1.264 0.0 0.0 0.0 0.00
H 1.623 5.050 1.640 0.0 0.0 0.0 0.00
H -0.644 4.869 0.711 0.0 0.0 0.0 0.00
H -1.853 3.686 0.179 0.0 0.0 0.0 0.00
H -0.540 4.162 -0.909 0.0 0.0 0.0 0.00
H 0.130 3.889 2.890 0.0 0.0 0.0 0.00
H 0.378 2.148 3.200 0.0 0.0 0.0 0.00
H -1.208 2.727 2.710 0.0 0.0 0.0 0.00
S 2.940 -1.736 2.939 -0.1 0.0 0.1 0.00
C 3.211 -0.092 3.321 0.1 0.0 -0.1 0.00
C 2.412 0.741 2.594 0.0 0.0 0.1 -0.01
C 1.506 0.079 1.697 0.0 0.0 0.0 -0.06
C 1.708 -1.276 1.812 0.1 0.0 0.0 -0.02
C 0.980 -2.213 0.987 0.0 0.0 -0.1 0.02
C 1.115 -3.600 1.045 0.0 0.0 0.0 0.00
C 0.287 -4.390 0.274 0.0 0.0 0.0 0.00
C -0.667 -3.781 -0.528 0.0 0.0 0.0 0.00
C -0.722 -2.398 -0.556 0.0 0.0 0.0 0.01
N 0.095 -1.621 0.157 0.0 0.0 0.0 0.01
H 3.949 0.177 4.060 0.0 0.0 0.0 0.00
H 2.496 1.814 2.707 0.0 0.0 0.0 0.00
H 1.853 -4.038 1.705 0.0 0.0 0.0 0.00
H 0.373 -5.469 0.308 0.0 0.0 0.0 0.00
H -1.350 -4.355 -1.137 0.0 0.0 0.0 0.00
H -1.455 -1.869 -1.147 0.0 0.0 0.0 -0.01
N -1.846 -1.749 -3.941 0.0 0.0 0.0 0.00
C -0.640 -2.375 -3.766 0.0 -0.1 0.0 0.00
C 0.498 -1.640 -3.371 0.0 0.0 0.0 0.00
N 1.662 -2.211 -3.161 0.1 0.0 0.0 0.00
C 1.737 -3.533 -3.358 0.0 0.0 0.0 0.00
C 0.637 -4.246 -3.786 0.0 0.0 0.0 0.00
N -0.556 -3.682 -3.990 0.0 0.0 0.0 0.00
H -2.033 -0.963 -3.323 0.0 0.0 0.0 0.00
H -2.617 -2.386 -4.065 0.0 0.0 0.0 0.00
H 0.427 -0.569 -3.221 0.0 0.0 0.0 0.00
H 2.692 -4.012 -3.186 0.0 0.0 0.0 0.00
H 0.706 -5.313 -3.970 0.0 0.0 0.0 0.00
C -0.758 1.883 -2.370 0.0 0.0 0.0 -0.01
C -0.962 0.759 -1.344 0.1 0.0 0.0 -0.08
O -1.935 0.043 -1.610 -0.1 0.0 0.0 -0.01
H -1.646 2.522 -2.354 0.0 0.0 0.0 0.00
H -0.700 1.453 -3.374 0.0 0.0 0.0 0.00
H 0.123 2.494 -2.184 0.0 0.0 0.0 0.00
C -4.609 -0.685 0.025 0.0 0.0 0.0 0.00
N -3.879 0.079 1.024 0.0 0.0 0.0 0.00
C -3.789 1.495 0.740 0.0 0.0 0.0 0.00
C -2.852 -0.498 1.739 0.0 0.0 0.0 0.01
N -1.763 0.153 1.952 0.0 0.0 0.0 0.02
N -3.125 -1.788 2.191 0.0 0.0 0.0 0.00
C -4.419 -2.055 2.803 0.0 0.0 0.0 0.00
C -2.050 -2.515 2.831 0.0 0.0 0.0 0.01
H -4.270 -0.412 -0.977 0.0 0.0 0.0 0.00
H -5.682 -0.491 0.105 0.0 0.0 0.0 0.00
H -4.432 -1.748 0.165 0.0 0.0 0.0 0.00
H -4.792 1.866 0.518 0.0 0.0 0.0 0.00
H -3.143 1.700 -0.118 0.0 0.0 0.0 0.00
H -3.398 2.018 1.610 0.0 0.0 0.0 0.00
H -1.167 -0.317 2.625 0.0 0.0 0.0 0.00
H -5.183 -1.407 2.388 0.0 0.0 0.0 0.00
H -4.380 -1.888 3.888 0.0 0.0 0.0 0.00
H -4.704 -3.094 2.629 0.0 0.0 0.0 0.00
H -1.136 -2.435 2.250 0.0 0.0 0.0 0.00
H -2.325 -3.568 2.887 0.0 0.0 0.0 0.00
H -1.854 -2.159 3.853 0.0 0.0 0.0 0.00